{
  "formula": "C4H24N2O6",
  "method": "wB97M-V/def2-TZVPD",
  "homo_lumo_gap_ha": 0.3226,
  "energy_ev": -19801.255,
  "relative_energy_kcal_mol": 52.3,
  "total_charge": 0,
  "lumo_energy_ev": -0.0141,
  "elements": ["N", "C", "C", "N", "C", "C", "H", "H", "H", "H", "H", "H", "H", "H", "H", "H", "H", "H", "H", "H", "O", "H", "H", "O", "H", "H", "O", "H", "H", "O", "H", "H", "O", "H", "H", "O"],
  "positions_angstrom": [[-0.090, -0.941, -2.320], [0.592, -1.740, -1.317], [1.210, -0.968, -0.145], [0.257, -0.585, 0.909], [0.312, 0.895, 1.259], [0.382, -1.291, 2.173], [-0.732, -1.528, -2.835], [-0.544, -0.180, -1.854], [1.420, -2.291, -1.822], [0.041, -2.586, -0.883], [1.772, -0.116, -0.521], [1.988, -1.635, 0.239], [-0.531, 1.094, 1.911], [1.210, 1.044, 1.856], [0.354, 1.499, 0.363], [-0.192, -0.743, 2.937], [1.332, -1.408, 2.699], [-0.118, -2.271, 2.166], [-2.546, 0.478, 1.712], [-3.834, -0.140, 1.330], [-3.431, 0.318, 2.082], [-4.166, -1.956, -0.359], [-4.192, -1.214, -1.833], [-3.714, -1.441, -1.028], [0.761, 1.297, -2.295], [-0.240, 2.323, -1.770], [0.696, 2.091, -1.749], [-1.530, 0.483, -0.908], [-2.992, 0.550, -1.432], [-2.132, 1.010, -1.419], [2.232, 3.501, -1.751], [2.802, 2.675, -0.621], [3.046, 3.347, -1.260], [3.986, -0.099, 2.685], [3.350, 0.118, 1.441], [3.244, 0.410, 2.362]],
  "mulliken_charge": [-0.463, -0.817, -0.644, 0.416, -1.213, -1.016, 0.246, 0.055, 0.417, 0.286, 0.243, 0.431, 0.478, 0.480, 0.218, 0.369, 0.322, 0.340, 0.360, 0.289, -0.645, 0.292, 0.324, -0.617, 0.299, 0.305, -0.653, 0.253, 0.239, -0.581, 0.350, 0.306, -0.642, 0.307, 0.273, -0.607]
}

{
  "formula": "C4H26F12Li2N2O21S4",
  "method": "wB97M-V/def2-TZVPD",
  "homo_lumo_gap_ha": [0.2840, 0.1362],
  "energy_ev": -126898.107,
  "multiplicity": 2,
  "s2": 0.766,
  "total_charge": 1,
  "lumo_energy_ev": [-3.6364, -7.6579],
  "elements": ["Li", "Li", "C", "F", "F", "F", "S", "O", "O", "N", "S", "O", "O", "C", "F", "F", "F", "C", "F", "F", "F", "S", "O", "O", "N", "S", "O", "O", "C", "F", "F", "F", "O", "H", "H", "O", "H", "H", "O", "H", "H", "O", "H", "H", "O", "H", "H", "O", "H", "H", "O", "H", "H", "O", "H", "H", "O", "H", "H", "O", "H", "H", "O", "H", "H", "O", "H", "H", "O", "H", "H"],
  "positions_angstrom": [[-1.128, 13.284, -19.489], [4.602, 11.431, -22.835], [0.783, 12.845, -16.412], [-0.384, 13.536, -16.158], [1.556, 13.782, -16.933], [1.230, 12.316, -15.230], [0.583, 11.293, -17.639], [1.800, 10.501, -17.558], [-0.615, 10.643, -17.129], [0.310, 12.073, -19.167], [1.273, 11.366, -20.127], [2.633, 11.821, -19.952], [1.176, 9.858, -20.227], [0.742, 11.977, -21.874], [0.640, 13.293, -21.901], [1.790, 11.673, -22.677], [-0.460, 11.457, -22.356], [1.389, 13.753, -25.368], [1.899, 14.304, -24.280], [1.882, 12.541, -25.680], [0.075, 13.532, -25.088], [1.661, 15.000, -26.834], [0.778, 16.137, -26.539], [3.060, 15.420, -26.749], [1.301, 13.999, -28.270], [0.002, 14.744, -28.804], [-1.227, 14.551, -27.985], [0.168, 16.105, -29.284], [-0.301, 13.681, -30.424], [-1.271, 14.241, -31.151], [0.806, 13.581, -31.171], [-0.699, 12.477, -29.972], [-2.681, 14.100, -14.597], [-3.464, 14.551, -14.282], [-2.228, 14.750, -15.135], [-2.722, 12.835, -18.089], [-3.188, 13.434, -17.505], [-3.078, 11.972, -17.881], [3.019, 10.985, -12.543], [3.426, 11.830, -12.354], [3.028, 10.922, -13.498], [0.377, 7.815, -17.146], [-0.353, 7.921, -17.756], [0.046, 8.153, -16.314], [3.908, 13.421, -22.842], [4.252, 14.093, -23.431], [3.394, 13.908, -22.197], [4.415, 13.852, -18.277], [5.339, 13.686, -18.090], [4.089, 13.023, -18.627], [4.315, 10.001, -21.450], [4.714, 10.108, -20.586], [4.136, 9.063, -21.517], [4.345, 14.193, -15.436], [4.879, 14.986, -15.452], [4.119, 14.037, -16.353], [4.099, 11.516, -15.025], [3.972, 12.442, -15.231], [4.213, 11.094, -15.876], [0.609, 6.938, -20.573], [0.823, 7.554, -19.872], [0.623, 7.467, -21.371], [2.968, 7.463, -18.974], [2.388, 7.682, -18.244], [2.501, 6.780, -19.455], [2.029, 9.049, -15.009], [2.838, 8.547, -14.915], [2.049, 9.370, -15.911], [-1.684, 11.339, -14.652], [-1.483, 11.153, -15.569], [-1.965, 12.254, -14.648]],
  "mulliken_charge": [0.817, 0.842, 0.331, -0.135, -0.223, -0.106, 1.279, -0.236, -0.805, -0.342, 0.827, -0.599, -0.336, 0.209, -0.221, -0.221, -0.229, 0.734, -0.147, -0.240, -0.224, 1.024, -0.501, -0.594, -0.222, 0.993, -0.404, -0.452, 0.659, -0.170, -0.188, -0.201, -0.602, 0.296, 0.270, -0.464, 0.277, 0.248, -0.629, 0.301, 0.373, -0.561, 0.282, 0.304, -0.464, 0.254, 0.242, -0.717, 0.340, 0.348, -0.471, 0.264, 0.251, -0.685, 0.296, 0.342, -0.566, 0.358, 0.260, -0.667, 0.298, 0.312, -0.633, 0.253, 0.362, -0.594, 0.327, 0.222, -0.612, 0.315, 0.351]
}

{
  "formula": "C4H26N2O9S",
  "method": "wB97M-V/def2-TZVPD",
  "homo_lumo_gap_ha": 0.3247,
  "energy_ev": -36813.006,
  "relative_energy_kcal_mol": 38.1,
  "total_charge": 0,
  "lumo_energy_ev": 0.0561,
  "elements": ["O", "C", "N", "C", "C", "S", "C", "N", "H", "H", "H", "H", "H", "H", "H", "H", "H", "H", "H", "H", "O", "H", "H", "O", "H", "H", "O", "H", "H", "O", "H", "H", "O", "H", "H", "O", "H", "H", "O", "H", "H", "O"],
  "positions_angstrom": [[-2.146, 3.526, -1.250], [-0.975, 3.347, -1.551], [-0.177, 2.302, -1.275], [-0.708, 0.962, -0.933], [-1.893, 0.584, -1.871], [-1.581, 0.679, -3.594], [-1.059, 0.829, 0.544], [-0.653, -0.544, 0.968], [-0.486, 4.160, -2.080], [0.751, 2.207, -1.685], [0.105, 0.280, -1.228], [-2.284, -0.373, -1.506], [-2.708, 1.287, -1.668], [-0.359, 0.147, -3.606], [-0.410, 1.519, 1.106], [-2.135, 0.998, 0.658], [-0.461, -0.684, 1.947], [-1.299, -1.227, 0.591], [1.032, -2.617, 1.102], [1.761, -2.536, -0.249], [1.229, -3.111, 0.306], [-0.909, -3.625, -2.157], [-0.261, -3.723, -0.927], [-1.058, -3.272, -1.268], [-2.772, -2.848, 0.753], [-1.612, -3.753, 0.697], [-2.068, -3.175, 1.320], [1.227, 0.712, 3.179], [1.577, 1.962, 3.873], [1.931, 1.384, 3.189], [2.479, 2.841, 1.224], [1.937, 4.084, 0.747], [2.604, 3.445, 0.476], [2.745, 1.065, -2.714], [2.375, 0.609, -1.330], [1.964, 0.828, -2.207], [-0.316, -2.625, 3.810], [-1.176, -2.753, 2.563], [-0.835, -2.101, 3.188], [2.538, 0.388, 0.517], [1.567, -0.689, 0.234], [2.518, -0.487, 0.112]],
  "mulliken_charge": [-0.571, -0.187, 0.282, 0.056, -0.923, -0.217, -0.961, 0.117, 0.425, 0.348, 0.311, 0.320, 0.458, 0.072, 0.336, 0.324, 0.202, -0.078, 0.284, 0.359, -0.640, 0.250, 0.306, -0.575, 0.282, 0.343, -0.693, 0.292, 0.309, -0.609, 0.305, 0.309, -0.632, 0.273, 0.336, -0.577, 0.294, 0.351, -0.667, 0.301, 0.306, -0.819]
}

{
  "formula": "C4H26NO10",
  "method": "wB97M-V/def2-TZVPD",
  "homo_lumo_gap_ha": 0.4073,
  "energy_ev": -26528.549,
  "relative_energy_kcal_mol": 70.6,
  "total_charge": 1,
  "lumo_energy_ev": -2.5081,
  "elements": ["O", "C", "O", "C", "C", "C", "N", "H", "H", "H", "H", "H", "H", "H", "H", "H", "H", "H", "H", "O", "H", "H", "O", "H", "H", "O", "H", "H", "O", "H", "H", "O", "H", "H", "O", "H", "H", "O", "H", "H", "O"],
  "positions_angstrom": [[1.696, 1.947, 2.337], [1.823, 0.871, 1.763], [1.376, 0.614, 0.537], [2.361, -0.403, 2.362], [2.387, -1.529, 1.369], [3.511, -1.319, 0.430], [1.276, -0.569, 3.462], [0.681, 1.269, 0.189], [3.377, -0.226, 2.733], [1.398, -1.746, 0.744], [2.606, -2.425, 2.088], [4.362, -0.711, 0.724], [2.932, -0.858, -0.441], [3.967, -2.327, 0.215], [0.957, 0.406, 3.758], [1.561, -1.135, 4.249], [0.587, -1.144, 2.903], [0.102, 0.941, -2.913], [0.232, 2.432, -3.097], [-0.373, 1.809, -2.879], [0.026, 2.691, -1.367], [-0.961, 2.063, -0.515], [-0.143, 2.605, -0.336], [-4.133, -2.237, -0.004], [-3.101, -1.131, -0.057], [-3.223, -2.012, 0.159], [0.563, -0.691, -3.759], [-0.217, -1.437, -2.635], [0.490, -0.669, -2.832], [-1.668, -1.607, 1.560], [-1.259, -0.217, 1.137], [-1.051, -0.904, 1.797], [-1.830, -2.690, -3.322], [-2.386, -2.171, -2.024], [-1.889, -1.949, -2.843], [-2.617, 1.595, -3.095], [-2.091, 0.123, -2.779], [-2.743, 0.846, -2.506], [-2.674, 0.972, -1.114], [-2.628, 1.971, 0.101], [-2.544, 1.050, -0.050]],
  "mulliken_charge": [-0.616, 0.423, -0.222, -0.169, -0.284, -1.114, -0.159, 0.323, 0.433, 0.117, 0.398, 0.353, 0.251, 0.312, 0.361, 0.399, 0.254, 0.428, 0.304, -0.694, 0.495, 0.371, -0.746, 0.311, 0.290, -0.662, 0.310, 0.369, -0.680, 0.300, 0.221, -0.555, 0.279, 0.337, -0.636, 0.346, 0.345, -0.650, 0.455, 0.252, -0.853]
}

{
  "formula": "C4H26NO11",
  "method": "wB97M-V/def2-TZVPD",
  "homo_lumo_gap_ha": 0.3526,
  "energy_ev": -28586.863,
  "relative_energy_kcal_mol": 0.0,
  "total_charge": -1,
  "lumo_energy_ev": 3.0432,
  "elements": ["C", "C", "C", "C", "O", "O", "N", "H", "H", "H", "H", "H", "H", "H", "H", "H", "H", "O", "H", "H", "O", "H", "H", "O", "H", "H", "O", "H", "H", "O", "H", "H", "O", "H", "H", "O", "H", "H", "O", "H", "H", "O"],
  "positions_angstrom": [[0.735, -1.812, -2.103], [1.002, -0.900, -0.867], [1.891, 0.252, -1.362], [1.624, 1.486, -0.491], [1.421, 1.299, 0.766], [1.579, 2.625, -1.013], [1.618, -1.655, 0.236], [-0.315, -2.125, -2.043], [1.373, -2.703, -2.127], [0.866, -1.325, -3.059], [0.068, -0.440, -0.499], [2.932, -0.081, -1.315], [1.734, 0.687, -2.374], [2.586, -1.905, 0.092], [1.615, -1.047, 1.039], [1.984, 3.327, 1.554], [1.523, 3.877, 0.310], [1.657, 4.185, 1.245], [-3.220, 1.255, 1.849], [-1.849, 1.076, 2.387], [-2.768, 0.721, 2.512], [0.136, 2.037, 1.377], [-0.624, 2.922, 2.352], [-0.811, 2.270, 1.665], [-2.574, -0.668, -0.696], [-3.160, -0.932, 0.648], [-2.693, -1.420, -0.044], [-0.349, 3.292, -1.156], [-1.103, 2.691, -0.009], [-1.257, 2.993, -0.937], [0.520, -5.196, -1.243], [-0.545, -4.250, -0.795], [0.016, -4.448, -1.583], [-1.256, -2.631, 0.493], [0.103, -3.195, 0.889], [-0.827, -3.462, 0.781], [0.579, -0.595, 3.156], [1.188, 0.617, 2.310], [0.889, 0.311, 3.193], [-1.945, 0.576, -2.402], [-2.011, 1.588, -1.211], [-2.332, 0.702, -1.525]],
  "mulliken_charge": [-1.567, 0.712, -0.914, 0.475, -0.870, -0.917, -0.512, 0.260, 0.323, 0.456, 0.325, 0.285, 0.314, 0.266, 0.108, 0.347, 0.439, -0.734, 0.272, 0.514, -0.698, 0.524, 0.284, -0.836, 0.358, 0.301, -0.709, 0.382, 0.482, -0.796, 0.258, 0.408, -0.646, 0.391, 0.404, -0.765, 0.293, 0.568, -0.703, 0.254, 0.400, -0.737]
}

{
  "formula": "C4H26NO11",
  "method": "wB97M-V/def2-TZVPD",
  "homo_lumo_gap_ha": 0.3075,
  "energy_ev": -28584.859,
  "relative_energy_kcal_mol": 46.2,
  "total_charge": -1,
  "lumo_energy_ev": 2.8993,
  "elements": ["C", "C", "N", "C", "C", "O", "O", "H", "H", "H", "H", "H", "H", "H", "H", "H", "H", "O", "H", "H", "O", "H", "H", "O", "H", "H", "O", "H", "H", "O", "H", "H", "O", "H", "H", "O", "H", "H", "O", "H", "H", "O"],
  "positions_angstrom": [[0.920, 2.754, 0.293], [0.848, 1.251, 0.193], [0.851, 0.880, -1.198], [0.809, -0.525, -1.522], [-0.572, -1.328, -1.266], [-1.577, -0.590, -1.268], [-0.564, -2.573, -1.334], [1.204, 3.034, 1.304], [-0.050, 3.202, -0.033], [1.648, 3.221, -0.333], [1.745, 0.781, 0.708], [0.097, 0.719, 0.865], [0.169, 1.371, -1.759], [1.593, -1.048, -0.901], [1.195, -0.976, -2.504], [-3.717, 1.821, 0.126], [-2.622, 2.908, 0.249], [-3.185, 2.338, 0.794], [2.268, -2.201, -3.123], [1.353, -3.238, -2.309], [2.216, -2.887, -2.459], [-1.291, -3.509, 0.209], [-1.586, -2.250, 0.935], [-1.435, -3.186, 1.106], [0.727, 0.042, 4.154], [0.049, 0.496, 3.031], [0.734, 0.878, 3.694], [-2.175, 1.000, 2.074], [-2.237, -0.395, 1.477], [-2.109, 0.058, 2.326], [3.980, 0.034, 2.258], [4.009, 0.222, 0.689], [4.445, -0.173, 1.452], [2.792, -2.808, -0.534], [4.002, -1.934, 0.128], [3.338, -2.631, 0.250], [-4.292, 0.059, 0.195], [-3.085, -0.171, -0.809], [-3.904, 0.403, -0.628], [-2.537, 1.770, -2.876], [-1.885, 1.163, -1.626], [-2.170, 2.018, -2.026]],
  "mulliken_charge": [-1.373, 0.773, -0.271, -0.006, 0.404, -0.574, -0.843, 0.394, 0.218, 0.407, -0.103, -0.207, 0.425, -0.081, -0.286, 0.431, 0.281, -0.749, 0.317, 0.336, -0.669, 0.370, 0.308, -0.672, 0.300, 0.324, -0.621, 0.419, 0.184, -0.637, 0.302, 0.345, -0.653, 0.363, 0.288, -0.643, 0.324, 0.605, -0.751, 0.279, 0.377, -0.637]
}